73
Properties=species:S:1:pos:R:3:forces:R:3 method="wB97M-V/def2-TZVPD" orbital_gap_ha=0.2150 charge=+1 lumo_energy_ev=-4.84
C -2.5966 1.3696 3.7294 0.138 -0.105 1.317
C -2.8020 1.6171 2.3171 -0.360 0.572 -1.809
C -3.6109 2.4355 1.5779 0.331 -0.244 0.363
C -3.3278 2.1619 0.2021 0.650 -0.790 -0.369
C -2.3590 1.1781 0.1742 -1.831 1.857 0.979
C -1.5776 0.5605 -0.9061 0.178 0.159 -0.628
N -2.1345 0.9106 -2.1914 -0.209 0.466 -0.067
C -3.3960 0.3594 -2.6355 -0.058 -0.436 -0.083
C -1.5478 2.0449 -2.6918 -0.522 0.204 -0.823
O -1.8942 2.6505 -3.7004 0.447 -0.666 1.305
C -0.3763 2.3633 -1.7535 -0.101 0.806 -0.213
C 0.8262 2.8620 -2.5573 -0.163 0.086 -0.122
C 1.7940 3.7700 -1.8279 0.091 -0.064 0.225
C 3.1642 3.6192 -2.0799 -0.204 0.174 0.284
C 4.0915 4.4753 -1.4876 -0.243 0.172 0.137
C 3.6488 5.4986 -0.6350 -0.124 -0.219 -0.143
C 2.2813 5.6552 -0.3729 0.038 -0.318 -0.221
C 1.3534 4.7864 -0.9626 0.500 -0.110 -0.112
N -0.2369 1.1249 -1.0134 0.812 -0.686 -0.278
O -2.0259 0.8730 1.4579 0.015 -0.316 0.293
H -3.2476 2.0418 4.2998 0.196 -0.219 -0.010
H -2.8444 0.3303 4.0049 0.041 0.349 -0.027
H -1.5531 1.5558 4.0328 -0.330 -0.032 -0.077
H -4.3156 3.1769 1.9480 0.228 -0.355 -0.014
H -3.7987 2.6264 -0.6589 0.161 -0.133 0.189
H -1.5710 -0.5220 -0.7945 0.137 -0.061 -0.062
H -3.7793 0.9238 -3.4887 0.202 0.021 0.187
H -3.2452 -0.6829 -2.9427 -0.080 0.135 -0.060
H -4.1399 0.3534 -1.8282 0.153 0.171 -0.137
H -0.6995 3.1682 -1.0638 -0.148 -0.105 -0.439
H 1.3624 2.0098 -2.9986 -0.159 0.149 0.150
H 0.3983 3.4351 -3.3981 0.086 -0.205 0.202
H 3.4845 2.8115 -2.7437 -0.009 0.304 0.177
H 5.1545 4.3430 -1.7008 -0.315 0.123 0.136
H 4.3716 6.1687 -0.1729 -0.165 -0.127 -0.112
H 1.9258 6.4530 0.2841 0.198 -0.268 -0.204
H 0.2874 4.8991 -0.7485 0.365 0.088 -0.109
H 0.2709 1.2062 -0.1394 -0.301 0.191 -0.076
C 6.4025 -1.2810 -0.4643 -0.187 -0.160 0.165
O 5.5707 -1.2483 0.7102 -1.079 0.219 -0.305
C 4.2197 -1.1666 0.5900 0.275 -0.144 0.023
C 3.5023 -1.4309 -0.6091 0.251 0.151 0.252
C 2.1159 -1.3608 -0.6001 0.159 -0.426 0.381
C 1.4274 -1.0513 0.5950 0.080 0.673 -0.640
C 0.0218 -1.2481 0.8069 0.674 -2.033 1.241
C -0.6739 -2.4280 0.5179 -0.379 0.951 -0.249
C -1.9605 -2.8359 1.1079 0.414 -0.701 0.213
C -2.7389 -2.2937 2.1224 -0.496 -0.004 0.139
C -3.7629 -3.0699 2.6883 0.424 0.238 -0.255
C -3.9850 -4.3923 2.2717 0.306 0.086 -0.491
C -3.1780 -4.9703 1.2758 -0.344 0.213 0.120
C -2.1736 -4.1782 0.7231 0.169 0.463 0.751
N -1.0747 -4.5757 -0.0571 1.199 1.390 -0.565
C -0.8004 -5.9451 -0.4404 0.133 -0.548 -0.294
C -0.2082 -3.5381 -0.2160 -1.030 -1.085 0.453
C 2.1675 -0.6378 1.7331 -0.524 -0.366 -0.074
C 3.5268 -0.7969 1.7710 0.536 0.009 -0.433
H 7.4005 -1.1291 -0.0593 -0.010 -0.016 -0.265
H 6.3430 -2.2552 -0.9635 0.003 0.148 0.118
H 6.1438 -0.4841 -1.1733 0.009 -0.107 0.259
H 4.0433 -1.7168 -1.5169 -0.269 0.250 0.354
H 1.5418 -1.5645 -1.5077 0.237 0.114 0.256
H -0.4053 -0.6810 1.6318 -0.121 0.217 -0.347
H -2.5210 -1.2868 2.4761 -0.245 -0.266 -0.056
H -4.3805 -2.6388 3.4781 0.190 -0.178 -0.239
H -4.7889 -4.9625 2.7405 0.300 0.089 -0.248
H -3.3353 -5.9895 0.9230 -0.005 0.226 0.329
H -1.7303 -6.5139 -0.3711 0.279 0.053 -0.132
H -0.4260 -5.9823 -1.4695 -0.160 0.020 0.228
H -0.0479 -6.4050 0.2204 -0.337 0.258 -0.125
H 0.7204 -3.6091 -0.7745 -0.272 -0.309 0.162
H 1.6180 -0.3096 2.6180 0.231 -0.122 -0.176
H 4.0912 -0.6368 2.6875 -0.056 0.129 -0.299

***

29
Properties=species:S:1:pos:R:3:forces:R:3 method="wB97M-V/def2-TZVPD" orbital_gap_ha=0.3129 lumo_energy_ev=0.59
C 2.5135 0.7446 0.4212 0.693 -2.049 -0.336
C 1.7612 -0.3730 -0.2959 1.445 -0.561 -0.387
C 2.7522 -1.5555 -0.5560 0.356 1.135 1.897
C 1.2785 0.2380 -1.5990 -2.761 0.176 1.699
C 0.0367 0.7675 -1.6786 1.487 -0.072 -3.196
C -0.8819 0.6650 -0.6295 -2.678 0.052 3.495
S -2.3371 1.7592 -0.8528 0.299 -0.744 0.361
C -3.5581 1.4357 0.5387 0.449 0.575 -1.510
C -4.4023 0.1943 0.2807 -2.529 0.764 -0.361
S -3.5503 -1.3745 0.5911 -0.736 0.195 -0.647
O -2.8617 -1.7352 -0.8520 1.063 -0.615 -0.682
C -0.6523 -0.0753 0.4932 1.097 0.683 -1.817
C 0.6248 -0.8720 0.6389 0.252 1.666 -1.626
H 3.4165 1.1151 -0.0199 0.277 0.238 -0.567
H 2.7330 0.3744 1.3816 0.888 -0.666 1.366
H 1.8199 1.4510 0.6326 -1.925 2.914 0.234
H 2.3371 -2.3358 -1.0570 -1.823 -1.820 -2.532
H 3.0038 -2.2329 0.3130 0.418 1.741 0.024
H 3.5957 -1.1959 -1.1331 0.462 -0.152 0.263
H 1.8567 0.4624 -2.4237 1.821 -0.152 -1.421
H -0.3117 1.2283 -2.6703 0.613 -0.513 1.671
H -4.1479 2.4232 0.4446 0.816 -1.621 0.841
H -2.9560 1.2400 1.4214 -0.207 0.824 0.402
H -5.2165 0.0555 1.1122 1.249 0.610 -1.297
H -5.0180 0.4268 -0.7364 1.517 -1.453 2.167
H -1.8667 -1.7231 -0.8757 -1.303 0.543 0.518
H -1.3030 -0.2163 1.3097 -0.939 0.355 0.511
H 0.9922 -0.6530 1.6597 -0.258 -1.377 -0.273
H 0.4364 -1.8661 0.2346 -0.045 -0.679 1.204

***

Copy entry 2 word for word.
29
Properties=species:S:1:pos:R:3:forces:R:3 method="wB97M-V/def2-TZVPD" orbital_gap_ha=0.3129 lumo_energy_ev=0.59
C 2.5135 0.7446 0.4212 0.693 -2.049 -0.336
C 1.7612 -0.3730 -0.2959 1.445 -0.561 -0.387
C 2.7522 -1.5555 -0.5560 0.356 1.135 1.897
C 1.2785 0.2380 -1.5990 -2.761 0.176 1.699
C 0.0367 0.7675 -1.6786 1.487 -0.072 -3.196
C -0.8819 0.6650 -0.6295 -2.678 0.052 3.495
S -2.3371 1.7592 -0.8528 0.299 -0.744 0.361
C -3.5581 1.4357 0.5387 0.449 0.575 -1.510
C -4.4023 0.1943 0.2807 -2.529 0.764 -0.361
S -3.5503 -1.3745 0.5911 -0.736 0.195 -0.647
O -2.8617 -1.7352 -0.8520 1.063 -0.615 -0.682
C -0.6523 -0.0753 0.4932 1.097 0.683 -1.817
C 0.6248 -0.8720 0.6389 0.252 1.666 -1.626
H 3.4165 1.1151 -0.0199 0.277 0.238 -0.567
H 2.7330 0.3744 1.3816 0.888 -0.666 1.366
H 1.8199 1.4510 0.6326 -1.925 2.914 0.234
H 2.3371 -2.3358 -1.0570 -1.823 -1.820 -2.532
H 3.0038 -2.2329 0.3130 0.418 1.741 0.024
H 3.5957 -1.1959 -1.1331 0.462 -0.152 0.263
H 1.8567 0.4624 -2.4237 1.821 -0.152 -1.421
H -0.3117 1.2283 -2.6703 0.613 -0.513 1.671
H -4.1479 2.4232 0.4446 0.816 -1.621 0.841
H -2.9560 1.2400 1.4214 -0.207 0.824 0.402
H -5.2165 0.0555 1.1122 1.249 0.610 -1.297
H -5.0180 0.4268 -0.7364 1.517 -1.453 2.167
H -1.8667 -1.7231 -0.8757 -1.303 0.543 0.518
H -1.3030 -0.2163 1.3097 -0.939 0.355 0.511
H 0.9922 -0.6530 1.6597 -0.258 -1.377 -0.273
H 0.4364 -1.8661 0.2346 -0.045 -0.679 1.204